Molecular formula: C22H39Cl22F3N5O2S
Method: DFT, ωB97M-V with the def2-TZVPD basis set

```
! wB97M-V def2-TZVPD RIJCOSX def2/J DEFGRID3
* xyz 1 1
C -3.09 0.73 4.70
C -2.91 1.73 3.57
S -2.24 0.99 2.04
C -0.53 1.53 2.05
N 0.41 0.57 2.68
C 0.91 -0.44 1.99
N 0.71 -0.68 0.69
C 2.10 -1.07 0.26
C 2.30 -1.39 -1.21
C 3.48 -0.57 -1.78
C 4.83 -1.08 -1.37
N 5.11 -0.98 0.05
O 5.61 -1.55 -2.15
C 2.36 -2.08 1.36
N 1.56 -3.32 1.19
C 2.14 -4.39 1.15
O 2.69 -5.41 1.08
N 1.82 -1.33 2.51
C 0.84 0.74 4.05
F 2.14 1.00 4.05
F 0.20 1.76 4.59
F 0.62 -0.35 4.79
H -3.42 1.29 5.58
H -3.86 0.00 4.46
H -2.15 0.25 4.97
H -3.84 2.21 3.30
H -2.18 2.48 3.88
H -0.43 2.49 2.56
H -0.22 1.69 1.03
H 0.27 0.00 0.09
H 2.74 -0.24 0.55
H 1.42 -1.03 -1.74
H 2.44 -2.45 -1.39
H 3.38 0.44 -1.37
H 3.43 -0.49 -2.86
H 5.76 -0.21 0.20
H 5.65 -1.82 0.25
H 3.41 -2.35 1.49
H 1.46 -1.89 3.27
C 0.14 3.20 -2.10
Cl -0.26 1.50 -1.74
Cl -0.12 4.25 -0.71
H 1.19 3.24 -2.38
H -0.49 3.51 -2.92
C -1.51 -1.46 7.98
Cl -2.75 -0.20 7.91
Cl -1.14 -1.95 9.63
H -1.86 -2.32 7.43
H -0.60 -1.07 7.53
C 2.73 4.44 -5.53
Cl 1.74 2.98 -5.62
Cl 3.01 4.96 -3.86
H 3.69 4.23 -5.98
H 2.22 5.23 -6.05
C -5.86 -2.39 2.96
Cl -7.16 -2.52 4.15
Cl -5.61 -0.72 2.42
H -4.94 -2.74 3.42
H -6.12 -2.99 2.10
C -3.17 -5.51 6.80
Cl -1.79 -4.70 6.05
Cl -4.02 -4.44 7.92
H -3.86 -5.81 6.01
H -2.81 -6.37 7.34
C -6.28 1.20 -1.32
Cl -7.31 -0.20 -1.05
Cl -4.83 1.18 -0.30
H -5.96 1.20 -2.36
H -6.84 2.10 -1.09
C 3.04 -4.21 -4.16
Cl 1.91 -2.84 -4.27
Cl 3.60 -4.49 -2.51
H 2.52 -5.10 -4.51
H 3.90 -3.99 -4.78
C 5.07 2.67 2.92
Cl 6.58 1.88 2.44
Cl 4.00 2.98 1.54
H 4.54 2.02 3.61
H 5.31 3.61 3.39
C -2.24 6.01 -4.60
Cl -0.73 5.07 -4.71
Cl -3.00 6.20 -6.17
H -2.91 5.47 -3.95
H -2.00 6.98 -4.20
C 0.79 -2.57 -7.87
Cl 2.46 -2.93 -8.33
Cl -0.37 -3.62 -8.68
H 0.69 -2.71 -6.80
H 0.58 -1.54 -8.14
C -1.56 1.77 -7.61
Cl -3.27 1.81 -7.15
Cl -0.60 0.75 -6.52
H -1.48 1.36 -8.61
H -1.17 2.78 -7.56
*
```

**Orbital gap**: 0.3402 Eh
**LUMO level**: -2.578 eV
**F_max**: 1.3 eV/A
**Electronic energy**: -329468.4448 eV
**HOMO level**: -0.435 hartree



Molecular formula: C22H39FNO8P
Method: DFT, ωB97M-V with the def2-TZVPD basis set

```
! wB97M-V def2-TZVPD RIJCOSX def2/J DEFGRID3
* xyz 0 1
C -3.60 1.72 -0.15
O -2.31 2.34 -0.17
C -1.38 1.68 0.64
C -0.71 0.45 -0.04
O -0.79 0.68 -1.44
C -0.18 -0.30 -2.23
F 0.74 -1.07 -1.54
C 0.59 0.44 -3.33
C 1.79 1.20 -2.68
C 3.09 0.40 -2.86
C 4.36 1.28 -2.77
C 5.18 1.03 -1.49
C 6.70 1.28 -1.68
C 7.52 0.07 -1.19
C 7.60 0.02 0.34
O 7.55 -1.36 0.74
C 7.93 -1.50 2.05
C 9.17 -2.30 2.33
O 7.29 -0.98 2.91
C -1.20 -1.28 -2.84
C -2.44 -1.39 -2.25
C -3.37 -2.31 -2.75
C -2.93 -3.06 -3.84
C -1.67 -2.82 -4.36
N -0.76 -1.95 -3.91
H -3.55 0.77 0.38
H -3.89 1.57 -1.19
H -4.35 2.32 0.37
H -1.77 1.41 1.63
H -0.57 2.40 0.82
H -1.30 -0.43 0.23
H 0.31 0.41 0.33
H 1.02 -0.26 -4.04
H -0.10 1.12 -3.82
H 1.92 2.16 -3.18
H 1.61 1.31 -1.61
H 3.11 -0.14 -3.81
H 3.16 -0.34 -2.06
H 5.02 0.99 -3.59
H 4.16 2.34 -2.92
H 4.78 1.67 -0.69
H 5.08 -0.02 -1.21
H 7.04 2.14 -1.11
H 6.93 1.39 -2.74
H 8.54 0.10 -1.58
H 6.99 -0.82 -1.50
H 8.55 0.48 0.65
H 6.81 0.59 0.83
H 8.89 -3.22 2.85
H 9.72 -2.55 1.43
H 9.79 -1.72 3.01
H -2.70 -0.77 -1.40
H -4.35 -2.47 -2.33
H -3.56 -3.81 -4.28
H -1.37 -3.40 -5.23
C -8.81 1.41 5.35
O -8.45 0.15 4.76
P -7.18 0.16 3.71
O -7.80 0.58 2.42
O -6.93 -1.42 3.85
C -7.96 -2.32 3.45
O -5.58 0.40 3.48
C -5.11 1.76 3.63
H -9.65 1.23 6.02
H -7.98 1.82 5.93
H -9.11 2.12 4.58
H -8.56 -1.90 2.64
H -8.60 -2.55 4.29
H -7.49 -3.23 3.10
H -5.35 2.15 4.62
H -5.55 2.39 2.86
H -4.03 1.75 3.51
*
```

**Orbital gap**: 0.3387 Eh
**LUMO level**: -0.234 eV
**F_max**: 6.0 eV/A
**Electronic energy**: -53321.8963 eV
**HOMO level**: -0.347 hartree



Molecular formula: C22H39InNO4
Method: DFT, ωB97M-V with the def2-TZVPD basis set

```
! wB97M-V def2-TZVPD RIJCOSX def2/J DEFGRID3
* xyz -1 1
C -0.52 7.32 0.70
C 0.45 6.19 -0.08
O 1.68 5.97 0.38
O -0.17 5.55 -1.26
C 0.05 4.10 -1.27
In -1.20 2.92 0.20
C -3.07 3.97 0.93
C -4.37 3.25 0.19
C -5.39 2.51 1.24
N -6.75 2.32 0.55
C 0.21 2.27 1.90
C 1.14 1.05 1.23
C 2.57 1.35 0.44
C 3.34 0.06 -0.21
C 2.71 -1.47 -0.09
C 3.44 -2.81 -0.78
C 1.31 -1.76 0.72
C 0.54 -0.47 1.38
H -0.96 7.99 -0.18
H -1.41 6.67 1.16
H 0.07 7.94 1.50
H -0.19 3.66 -2.35
H 1.19 3.86 -1.07
H -1.74 1.37 -0.58
H -3.10 5.13 0.75
H -3.20 3.76 2.09
H -4.96 4.08 -0.44
H -3.98 2.40 -0.55
H -5.56 3.07 2.26
H -4.99 1.43 1.49
H -6.99 3.29 0.17
H -6.54 1.66 -0.24
H 0.86 3.21 2.20
H -0.43 1.87 2.83
H 3.00 2.43 0.32
H 4.36 0.14 -0.83
H 3.43 -2.58 -1.95
H 2.78 -3.77 -0.63
H 4.53 -2.92 -0.36
H 0.80 -2.81 0.84
H -0.50 -0.62 1.94
C -4.61 -2.41 0.51
C -5.85 -3.08 -0.02
C -6.65 -1.90 -0.55
O -5.70 -0.91 -0.97
C -4.40 -1.29 -0.49
H -3.75 -3.08 0.59
H -4.82 -1.99 1.50
H -5.59 -3.74 -0.85
H -6.40 -3.66 0.72
H -7.26 -1.45 0.24
H -7.29 -2.17 -1.39
H -3.81 -1.63 -1.35
H -3.90 -0.42 -0.05
C 8.23 -5.15 -1.73
C 8.00 -5.82 -0.40
C 7.06 -4.85 0.29
O 6.29 -4.22 -0.74
C 6.88 -4.53 -2.01
H 8.57 -5.83 -2.51
H 8.99 -4.36 -1.61
H 7.49 -6.78 -0.55
H 8.91 -6.01 0.17
H 7.61 -4.07 0.82
H 6.39 -5.35 1.00
H 6.22 -5.25 -2.52
H 6.95 -3.63 -2.62
*
```

**Orbital gap**: 0.2331 Eh
**LUMO level**: 2.288 eV
**F_max**: 8.0 eV/A
**Electronic energy**: -38287.0880 eV
**HOMO level**: -0.149 hartree



Q: F_max of number 2 (C22H39FNO8P)?
A: 6.0 eV/A



Repeat the second record exactly.
Molecular formula: C22H39FNO8P
Method: DFT, ωB97M-V with the def2-TZVPD basis set

```
! wB97M-V def2-TZVPD RIJCOSX def2/J DEFGRID3
* xyz 0 1
C -3.60 1.72 -0.15
O -2.31 2.34 -0.17
C -1.38 1.68 0.64
C -0.71 0.45 -0.04
O -0.79 0.68 -1.44
C -0.18 -0.30 -2.23
F 0.74 -1.07 -1.54
C 0.59 0.44 -3.33
C 1.79 1.20 -2.68
C 3.09 0.40 -2.86
C 4.36 1.28 -2.77
C 5.18 1.03 -1.49
C 6.70 1.28 -1.68
C 7.52 0.07 -1.19
C 7.60 0.02 0.34
O 7.55 -1.36 0.74
C 7.93 -1.50 2.05
C 9.17 -2.30 2.33
O 7.29 -0.98 2.91
C -1.20 -1.28 -2.84
C -2.44 -1.39 -2.25
C -3.37 -2.31 -2.75
C -2.93 -3.06 -3.84
C -1.67 -2.82 -4.36
N -0.76 -1.95 -3.91
H -3.55 0.77 0.38
H -3.89 1.57 -1.19
H -4.35 2.32 0.37
H -1.77 1.41 1.63
H -0.57 2.40 0.82
H -1.30 -0.43 0.23
H 0.31 0.41 0.33
H 1.02 -0.26 -4.04
H -0.10 1.12 -3.82
H 1.92 2.16 -3.18
H 1.61 1.31 -1.61
H 3.11 -0.14 -3.81
H 3.16 -0.34 -2.06
H 5.02 0.99 -3.59
H 4.16 2.34 -2.92
H 4.78 1.67 -0.69
H 5.08 -0.02 -1.21
H 7.04 2.14 -1.11
H 6.93 1.39 -2.74
H 8.54 0.10 -1.58
H 6.99 -0.82 -1.50
H 8.55 0.48 0.65
H 6.81 0.59 0.83
H 8.89 -3.22 2.85
H 9.72 -2.55 1.43
H 9.79 -1.72 3.01
H -2.70 -0.77 -1.40
H -4.35 -2.47 -2.33
H -3.56 -3.81 -4.28
H -1.37 -3.40 -5.23
C -8.81 1.41 5.35
O -8.45 0.15 4.76
P -7.18 0.16 3.71
O -7.80 0.58 2.42
O -6.93 -1.42 3.85
C -7.96 -2.32 3.45
O -5.58 0.40 3.48
C -5.11 1.76 3.63
H -9.65 1.23 6.02
H -7.98 1.82 5.93
H -9.11 2.12 4.58
H -8.56 -1.90 2.64
H -8.60 -2.55 4.29
H -7.49 -3.23 3.10
H -5.35 2.15 4.62
H -5.55 2.39 2.86
H -4.03 1.75 3.51
*
```

**Orbital gap**: 0.3387 Eh
**LUMO level**: -0.234 eV
**F_max**: 6.0 eV/A
**Electronic energy**: -53321.8963 eV
**HOMO level**: -0.347 hartree



Q: Which of these has the lowest LUMO level?
A: C22H39Cl22F3N5O2S



Copy entry 1 word for word.
Molecular formula: C22H39Cl22F3N5O2S
Method: DFT, ωB97M-V with the def2-TZVPD basis set

```
! wB97M-V def2-TZVPD RIJCOSX def2/J DEFGRID3
* xyz 1 1
C -3.09 0.73 4.70
C -2.91 1.73 3.57
S -2.24 0.99 2.04
C -0.53 1.53 2.05
N 0.41 0.57 2.68
C 0.91 -0.44 1.99
N 0.71 -0.68 0.69
C 2.10 -1.07 0.26
C 2.30 -1.39 -1.21
C 3.48 -0.57 -1.78
C 4.83 -1.08 -1.37
N 5.11 -0.98 0.05
O 5.61 -1.55 -2.15
C 2.36 -2.08 1.36
N 1.56 -3.32 1.19
C 2.14 -4.39 1.15
O 2.69 -5.41 1.08
N 1.82 -1.33 2.51
C 0.84 0.74 4.05
F 2.14 1.00 4.05
F 0.20 1.76 4.59
F 0.62 -0.35 4.79
H -3.42 1.29 5.58
H -3.86 0.00 4.46
H -2.15 0.25 4.97
H -3.84 2.21 3.30
H -2.18 2.48 3.88
H -0.43 2.49 2.56
H -0.22 1.69 1.03
H 0.27 0.00 0.09
H 2.74 -0.24 0.55
H 1.42 -1.03 -1.74
H 2.44 -2.45 -1.39
H 3.38 0.44 -1.37
H 3.43 -0.49 -2.86
H 5.76 -0.21 0.20
H 5.65 -1.82 0.25
H 3.41 -2.35 1.49
H 1.46 -1.89 3.27
C 0.14 3.20 -2.10
Cl -0.26 1.50 -1.74
Cl -0.12 4.25 -0.71
H 1.19 3.24 -2.38
H -0.49 3.51 -2.92
C -1.51 -1.46 7.98
Cl -2.75 -0.20 7.91
Cl -1.14 -1.95 9.63
H -1.86 -2.32 7.43
H -0.60 -1.07 7.53
C 2.73 4.44 -5.53
Cl 1.74 2.98 -5.62
Cl 3.01 4.96 -3.86
H 3.69 4.23 -5.98
H 2.22 5.23 -6.05
C -5.86 -2.39 2.96
Cl -7.16 -2.52 4.15
Cl -5.61 -0.72 2.42
H -4.94 -2.74 3.42
H -6.12 -2.99 2.10
C -3.17 -5.51 6.80
Cl -1.79 -4.70 6.05
Cl -4.02 -4.44 7.92
H -3.86 -5.81 6.01
H -2.81 -6.37 7.34
C -6.28 1.20 -1.32
Cl -7.31 -0.20 -1.05
Cl -4.83 1.18 -0.30
H -5.96 1.20 -2.36
H -6.84 2.10 -1.09
C 3.04 -4.21 -4.16
Cl 1.91 -2.84 -4.27
Cl 3.60 -4.49 -2.51
H 2.52 -5.10 -4.51
H 3.90 -3.99 -4.78
C 5.07 2.67 2.92
Cl 6.58 1.88 2.44
Cl 4.00 2.98 1.54
H 4.54 2.02 3.61
H 5.31 3.61 3.39
C -2.24 6.01 -4.60
Cl -0.73 5.07 -4.71
Cl -3.00 6.20 -6.17
H -2.91 5.47 -3.95
H -2.00 6.98 -4.20
C 0.79 -2.57 -7.87
Cl 2.46 -2.93 -8.33
Cl -0.37 -3.62 -8.68
H 0.69 -2.71 -6.80
H 0.58 -1.54 -8.14
C -1.56 1.77 -7.61
Cl -3.27 1.81 -7.15
Cl -0.60 0.75 -6.52
H -1.48 1.36 -8.61
H -1.17 2.78 -7.56
*
```

**Orbital gap**: 0.3402 Eh
**LUMO level**: -2.578 eV
**F_max**: 1.3 eV/A
**Electronic energy**: -329468.4448 eV
**HOMO level**: -0.435 hartree